(1)
Here is C12H16N2OPdS2 as an isolated structure from the OMol25 dataset. Energies are from wB97M-V/def2-TZVPD.

```
34
Properties=species:S:1:pos:R:3
Pd 0.178 -0.484 0.014
C -0.828 0.459 4.652
C -0.269 0.091 3.290
S -1.330 0.423 1.920
C 0.950 -0.475 3.193
C 1.764 -0.743 4.441
S 1.729 -1.030 1.707
H -1.854 0.808 4.542
H -0.251 1.260 5.135
H -0.831 -0.393 5.345
H 1.658 0.048 5.192
H 2.820 -0.831 4.182
H 1.467 -1.687 4.921
C 2.369 -2.229 -1.096
C 1.049 -1.595 -1.536
O 0.109 -2.401 -1.876
N 1.375 -0.560 -2.594
C 0.249 -0.298 -3.442
C -0.801 0.645 -2.902
C -1.555 1.426 -3.782
C -2.528 2.273 -3.292
C -2.713 2.339 -1.918
C -1.919 1.545 -1.106
N -0.995 0.702 -1.581
H 2.180 -2.909 -0.268
H 3.100 -1.486 -0.773
H 2.772 -2.786 -1.954
H 1.692 0.277 -2.116
H -0.229 -1.277 -3.572
H 0.560 0.076 -4.427
H -1.357 1.349 -4.845
H -3.124 2.881 -3.965
H -3.444 2.997 -1.467
H -1.995 1.588 -0.026
```

Values from the calculation:
HOMO energy (eV): 1.0
Lowest unoccupied orbital energy (eV): 5.0
Frontier orbital gap (Ha): 0.146
Total charge: -2

***

(2)
Here is a 2-piece molecular cluster, C12H16N4O3S overall from the OMol25 dataset. Energies are from wB97M-V/def2-TZVPD.

```
36
Properties=species:S:1:pos:R:3
C -3.929 0.863 -2.822
C -3.842 -0.747 -3.123
C -2.591 -1.520 -2.397
O -1.779 -2.323 -3.140
O -2.265 -1.430 -0.935
C -1.293 -0.331 -0.828
C -0.647 -0.158 0.698
C 0.569 0.975 0.513
C 2.107 0.416 0.344
C 3.291 1.531 0.131
C 2.859 3.145 0.079
N 3.767 4.356 -0.126
S 2.764 5.810 -0.117
N 1.117 5.249 0.139
C 1.314 3.723 0.244
C 0.147 2.587 0.472
H -3.968 1.131 -1.675
H -2.983 1.428 -3.275
H -4.867 1.395 -3.331
H -3.672 -0.874 -4.298
H -4.869 -1.220 -2.775
H -1.739 0.737 -1.098
H -0.377 -0.541 -1.563
H -0.164 -1.141 1.112
H -1.412 0.250 1.484
H 2.251 -0.753 0.381
H 4.401 1.170 0.032
H -1.002 2.809 0.582
N 1.655 -2.851 4.114
C 1.968 -2.961 2.811
N 2.656 -4.072 2.493
O 1.652 -2.121 1.983
H 1.907 -3.532 4.811
H 1.137 -2.029 4.396
H 2.911 -4.194 1.522
H 2.925 -4.776 3.160
```

Values from the calculation:
HOMO energy (eV): -8.1
Lowest unoccupied orbital energy (eV): -1.2
Frontier orbital gap (Ha): 0.254
SMILES: CCC(=O)OCCc1ccc2nsnc2c1.NC(N)=O

***

(3)
Here is a 2-piece molecular cluster, C12H16NO overall from the OMol25 dataset. Energies are from wB97M-V/def2-TZVPD.

```
30
Properties=species:S:1:pos:R:3
C 0.427 -0.608 3.446
C 0.734 -0.460 2.266
C 1.126 -0.162 0.764
C 0.857 1.404 0.584
C 1.934 2.440 0.489
C 1.476 3.890 0.365
C -0.003 4.167 0.363
N -0.977 3.154 0.433
C -2.454 3.439 0.423
C -0.591 1.817 0.547
H 0.068 -0.316 4.473
H 2.220 -0.412 0.569
H 0.445 -0.718 0.033
H 3.032 2.153 0.511
H 2.239 4.726 0.290
H -0.382 5.223 0.306
H -2.910 2.770 1.227
H -2.626 4.531 0.673
H -2.937 3.150 -0.562
H -1.380 1.022 0.622
C 0.081 -4.281 -3.064
C -0.075 -3.508 -1.783
O -0.166 -2.294 -1.783
C -0.116 -4.296 -0.500
H 0.095 -3.587 -3.906
H 1.022 -4.835 -3.052
H -0.759 -4.967 -3.190
H 0.816 -4.850 -0.374
H -0.965 -4.983 -0.512
H -0.232 -3.611 0.343
```

Values from the calculation:
HOMO energy (eV): -12.1
Lowest unoccupied orbital energy (eV): -4.5
Frontier orbital gap (Ha): 0.278
Total charge: +1

***

(4)
Here is C12H16O3 as an isolated structure from the OMol25 dataset. Energies are from wB97M-V/def2-TZVPD.

```
31
Properties=species:S:1:pos:R:3
C -1.952 1.725 -1.022
C -1.390 1.564 -2.086
C 0.863 -0.591 0.641
C -0.256 -0.214 1.408
C 0.026 -0.973 -0.463
C -1.171 -0.706 0.423
C -0.514 1.414 -3.266
C 2.927 -1.795 0.191
C 2.862 0.848 0.350
C -1.712 0.657 2.989
C -3.249 -1.308 -0.542
C 2.324 -0.571 0.835
O 0.125 -1.429 -1.580
O -0.426 0.368 2.581
O -2.434 -0.892 0.423
H -0.936 0.640 -4.042
H 0.479 1.196 -2.944
H -0.516 2.393 -3.905
H 3.814 -2.121 0.601
H 3.081 -1.599 -0.834
H 2.279 -2.674 0.288
H 3.803 1.095 0.621
H 2.094 1.630 0.626
H 2.980 0.799 -0.764
H -2.022 1.604 2.660
H -1.761 0.803 4.024
H -2.238 -0.371 2.909
H -2.321 1.912 -0.119
H -4.299 -1.167 -0.350
H -2.882 -1.580 -1.542
H 2.418 -0.658 1.888
```

Values from the calculation:
HOMO energy (alpha / beta) (eV): -7.3 / -6.6
Lowest unoccupied orbital energy (alpha / beta) (eV): 0.6 / 0.6
Frontier orbital gap (alpha / beta) (Ha): 0.291 / 0.267

***

(5)
Here is a 5-piece molecular cluster, C12H17Cl14N4O2S overall from the OMol25 dataset. Energies are from wB97M-V/def2-TZVPD.

```
50
Properties=species:S:1:pos:R:3
C 3.638 3.303 -0.698
C 2.401 3.439 -1.607
O 2.427 4.125 -2.567
O 1.292 2.740 -1.177
C 0.262 2.737 -2.172
N -0.633 1.594 -1.896
C -0.190 0.368 -1.816
N 1.111 0.042 -2.030
N -1.052 -0.683 -1.498
N -0.332 -1.762 -0.783
C -0.183 -1.395 0.384
S 0.243 -1.038 1.826
C -2.045 1.933 -1.716
Cl -2.664 2.896 -3.115
C -2.234 2.674 -0.336
C -3.192 3.884 -0.385
Cl -2.991 1.443 0.777
H 4.425 2.850 -1.321
H 3.925 4.336 -0.440
H 3.423 2.706 0.210
H -0.268 3.693 -2.061
H 0.658 2.597 -3.190
H 1.517 0.635 -2.759
H 1.175 -0.896 -2.437
H -1.738 -0.366 -0.803
H -2.702 1.059 -1.675
H -1.281 3.011 0.096
H -2.689 4.812 -0.709
H -3.503 4.079 0.659
H -4.124 3.694 -0.936
C 4.617 -0.499 1.399
Cl 3.386 0.263 0.372
Cl 4.650 -2.246 1.136
Cl 6.200 0.206 1.089
H 4.357 -0.318 2.445
C -3.218 -3.683 -0.524
Cl -2.640 -5.100 0.353
Cl -4.121 -4.166 -1.960
Cl -4.218 -2.666 0.527
H -2.358 -3.106 -0.841
C 6.114 -1.477 4.882
Cl 5.838 -1.868 6.578
Cl 5.185 -0.038 4.416
Cl 7.829 -1.231 4.566
H 5.772 -2.310 4.279
C -6.322 -5.993 1.057
Cl -5.742 -7.411 1.935
Cl -7.224 -6.476 -0.381
Cl -7.319 -4.979 2.105
H -5.462 -5.414 0.741
```

Values from the calculation:
HOMO energy (eV): -12.4
Lowest unoccupied orbital energy (eV): -4.3
Frontier orbital gap (Ha): 0.299
Total charge: +1

***

(6)
Here is C12H17Cl2F5IrO2 as an isolated structure from the OMol25 dataset. Energies are from wB97M-V/def2-TZVPD.

```
39
Properties=species:S:1:pos:R:3
C -0.922 0.679 -1.469
C -1.735 -0.470 -1.343
C -0.907 -1.605 -1.076
C -3.217 -0.480 -1.388
C 0.450 -1.175 -1.050
C 0.471 0.291 -1.190
C 1.649 1.045 -1.685
C -1.380 2.013 -1.890
C -1.374 -2.988 -0.842
C 1.624 -2.066 -1.126
Ir 0.079 0.317 1.024
Cl -2.123 -0.027 1.538
Cl 0.072 2.552 1.071
O 1.929 -0.272 1.056
H -3.613 0.490 -1.075
H -3.623 -1.246 -0.721
H -3.575 -0.685 -2.402
H -2.166 -3.012 -0.085
H -0.551 -3.607 -0.476
H -1.761 -3.428 -1.767
H 1.528 -2.903 -0.427
H 2.533 -1.520 -0.873
H 1.716 -2.480 -2.140
H 2.555 0.648 -1.230
H 1.575 2.100 -1.428
H 1.737 0.944 -2.774
H -2.203 2.352 -1.255
H -1.738 1.987 -2.926
H -0.570 2.737 -1.819
H 2.018 -0.994 1.725
O 2.679 3.989 0.551
H 3.621 4.074 0.817
F -0.507 -0.917 3.596
C -0.021 0.299 3.176
F -0.856 1.289 3.622
C 1.345 0.493 3.882
F 1.109 0.650 5.206
F 2.111 -0.629 3.740
F 2.039 1.554 3.450
```

Values from the calculation:
HOMO energy (alpha / beta) (eV): 1.2 / 0.4
Lowest unoccupied orbital energy (alpha / beta) (eV): 4.9 / 4.1
Frontier orbital gap (alpha / beta) (Ha): 0.138 / 0.135
Multiplicity: 6
Total charge: -2
Expectation value of S²: 8.78

***

Molar mass in g mol⁻¹, matching the order above: 374.8; 296.4; 190.3; 208.3; 777.7; 551.4
E in eV, matching the order above: -42881.351; -35629.888; -16230.556; -18837.479; -208915.877; -58280.535